# 1
A cluster of 3 separate species, C5H13NO in total in a non-equilibrium geometry. Source: the Open Molecules 2025 dataset; level of theory: wB97M-V/def2-TZVPD.

Results
- E_LUMO: -0.3 eV
- Total energy: -8929.4786 eV
- Spin multiplicity: 1
- HOMO level: -0.294 Ha
- Strongest force on any atom: 3.152 eV/A

Geometry (Å):
C (-0.479, 1.294, -0.705)
C (-0.985, 0.641, -1.948)
C (-1.239, 1.050, 0.543)
O (0.414, 2.210, -0.697)
H (1.293, 1.747, -1.304)
H (1.697, 0.687, -1.749)
H (-0.416, 0.929, -2.824)
H (-0.948, -0.442, -1.840)
H (-2.040, 0.928, -2.061)
H (-2.296, 1.293, 0.406)
H (-1.204, -0.024, 0.765)
H (-0.815, 1.601, 1.381)
N (1.785, -0.840, 0.693)
C (0.812, -1.776, 0.925)
C (0.195, -2.032, 2.089)
H (1.891, -0.504, -0.267)
H (1.924, -0.139, 1.408)
H (0.568, -2.366, 0.047)
H (0.412, -1.466, 2.987)
H (-0.570, -2.790, 2.152)

# 2
A cluster of 13 separate species, C30H74O28 in total in a non-equilibrium geometry. Source: the Open Molecules 2025 dataset; level of theory: wB97M-V/def2-TZVPD.

Results
- E_LUMO: 3.5 eV
- Total energy: -89628.9777 eV
- Spin multiplicity: 1
- Total charge: -2
- HOMO level: -0.037 Ha
- Strongest force on any atom: 5.157 eV/A

Geometry (Å):
C (1.109, 1.305, 0.661)
C (0.399, 0.153, 0.989)
C (-0.957, -0.078, 0.361)
O (-1.755, -1.035, 0.623)
C (-1.571, 0.835, -0.490)
C (-0.865, 2.041, -0.887)
C (0.575, 2.257, -0.324)
O (1.213, 3.244, -0.647)
O (-1.381, 2.900, -1.648)
O (0.822, -0.504, 2.078)
H (2.073, 1.517, 1.099)
H (-2.550, 0.694, -0.923)
C (4.926, -2.876, 0.682)
C (5.374, -3.029, 2.107)
O (4.350, -3.517, 2.958)
O (6.054, -2.299, 0.055)
H (4.165, -2.097, 0.716)
H (4.606, -3.728, 0.082)
H (5.881, -2.122, 2.437)
H (6.165, -3.769, 2.234)
H (3.715, -2.808, 3.081)
H (5.765, -1.583, -0.515)
C (-6.165, 3.150, -2.296)
C (-7.581, 3.786, -2.561)
O (-8.485, 3.964, -1.433)
O (-5.434, 4.023, -1.469)
H (-5.576, 2.947, -3.191)
H (-6.246, 2.260, -1.672)
H (-8.186, 3.209, -3.261)
H (-7.537, 4.824, -2.892)
H (-9.114, 4.613, -1.757)
H (-4.531, 3.759, -1.660)
C (-3.603, -4.267, -4.649)
C (-4.646, -5.412, -4.764)
O (-4.723, -6.238, -3.548)
O (-3.952, -3.386, -3.641)
H (-3.501, -3.686, -5.565)
H (-2.684, -4.767, -4.343)
H (-4.525, -6.045, -5.643)
H (-5.631, -4.984, -4.945)
H (-5.240, -7.026, -3.729)
H (-3.734, -2.469, -3.822)
C (-0.388, -4.352, 7.731)
C (0.271, -3.321, 6.744)
O (-0.771, -2.847, 5.903)
O (-0.816, -5.555, 7.110)
H (-1.201, -3.844, 8.250)
H (0.399, -4.541, 8.461)
H (1.014, -3.806, 6.112)
H (0.756, -2.560, 7.356)
H (-0.277, -2.480, 5.166)
H (-1.424, -6.045, 7.669)
C (-0.111, -5.864, 1.091)
C (-0.670, -6.938, 2.047)
O (-1.718, -6.229, 2.748)
O (-1.004, -5.647, 0.049)
H (0.769, -6.315, 0.632)
H (0.276, -5.005, 1.640)
H (0.028, -7.285, 2.810)
H (-1.157, -7.742, 1.494)
H (-1.576, -6.127, 3.692)
H (-0.557, -5.076, -0.581)
C (3.610, 1.635, 6.155)
C (2.195, 1.873, 6.595)
O (1.271, 1.909, 5.481)
O (3.791, 0.369, 5.528)
H (4.266, 1.790, 7.012)
H (3.733, 2.433, 5.423)
H (2.155, 2.746, 7.247)
H (1.916, 1.034, 7.232)
H (1.419, 1.201, 4.850)
H (3.338, 0.383, 4.682)
C (-3.227, 1.380, -6.326)
C (-2.157, 2.473, -6.598)
O (-2.431, 3.620, -5.806)
O (-3.133, 0.753, -5.049)
H (-2.976, 0.551, -6.988)
H (-4.157, 1.897, -6.560)
H (-2.266, 2.840, -7.618)
H (-1.131, 2.140, -6.441)
H (-2.167, 3.474, -4.895)
H (-2.773, 1.468, -4.518)
C (2.996, 6.247, 2.313)
C (1.404, 5.961, 2.419)
O (0.941, 6.521, 1.199)
O (3.561, 5.303, 1.478)
H (3.435, 6.029, 3.287)
H (3.236, 7.229, 1.904)
H (0.859, 6.505, 3.192)
H (1.124, 4.911, 2.501)
H (0.985, 5.865, 0.500)
H (2.899, 4.963, 0.872)
C (7.452, 1.779, 1.552)
C (8.861, 1.211, 1.520)
O (9.994, 1.939, 0.979)
O (7.222, 2.849, 2.528)
H (6.780, 0.970, 1.838)
H (7.133, 2.049, 0.545)
H (8.659, 0.314, 0.935)
H (9.133, 0.873, 2.519)
H (10.597, 1.210, 0.815)
H (6.470, 3.334, 2.180)
C (1.448, -1.306, -4.693)
C (1.733, -1.765, -3.269)
O (0.978, -2.959, -2.911)
O (1.609, -2.314, -5.638)
H (2.047, -0.436, -4.965)
H (0.383, -1.079, -4.731)
H (1.583, -0.888, -2.638)
H (2.795, -1.968, -3.130)
H (1.092, -3.603, -3.615)
H (0.801, -2.518, -6.114)
C (2.947, 5.317, -5.137)
C (4.078, 4.625, -4.437)
O (3.631, 3.544, -3.625)
O (1.901, 5.739, -4.319)
H (2.531, 4.674, -5.913)
H (3.385, 6.150, -5.687)
H (4.485, 5.353, -3.735)
H (4.868, 4.317, -5.122)
H (3.079, 3.752, -2.868)
H (1.466, 4.969, -3.946)
C (-8.459, -1.682, 2.333)
C (-8.119, -0.750, 1.036)
O (-6.762, -0.935, 0.875)
O (-8.236, -3.120, 2.157)
H (-9.442, -1.487, 2.761)
H (-7.773, -1.352, 3.114)
H (-8.283, 0.278, 1.358)
H (-8.735, -0.968, 0.163)
H (-6.293, -0.208, 1.292)
H (-8.617, -3.586, 2.905)

# 3
A cluster of 2 separate species, C4H12NO2 in total in a non-equilibrium geometry. Source: the Open Molecules 2025 dataset; level of theory: wB97M-V/def2-TZVPD.

Results
- E_LUMO (alpha / beta): 0.5 / 0.5 eV
- Total energy: -9924.4343 eV
- Spin multiplicity: 2
- HOMO level (alpha / beta): -0.156 / -0.295 Ha
- Strongest force on any atom: 1.882 eV/A

Geometry (Å):
O (-1.596, 1.126, -0.991)
C (-0.490, 1.402, -1.613)
C (0.771, 0.975, -0.862)
N (0.269, 0.230, 0.293)
C (1.093, 0.480, 1.534)
C (0.666, -0.495, 2.583)
H (-0.228, 2.076, -2.425)
H (1.429, 0.407, -1.520)
H (1.262, 1.889, -0.515)
H (0.223, -0.784, 0.167)
H (-0.704, 0.643, 0.273)
H (1.035, 1.548, 1.701)
H (2.092, 0.335, 1.128)
H (0.680, -1.530, 2.214)
H (-0.368, -0.390, 2.915)
H (1.305, -0.534, 3.464)
H (-1.461, -3.340, -0.532)
H (-0.306, -3.186, -1.582)
O (-0.672, -2.844, -0.762)

# 4
An isolated molecule of C2HFN2O in a non-equilibrium geometry. Source: the Open Molecules 2025 dataset; level of theory: wB97M-V/def2-TZVPD.

Results
- E_LUMO: 0.7 eV
- Total energy: -9832.7845 eV
- Spin multiplicity: 1
- HOMO level: -0.391 Ha
- Strongest force on any atom: 1.595 eV/A

Geometry (Å):
F (1.224, -0.013, 1.624)
C (0.360, 0.115, 0.677)
C (0.449, -0.305, -0.591)
N (-0.807, -0.120, -1.097)
N (-1.592, 0.445, -0.305)
O (-0.877, 0.595, 0.938)
H (1.243, -0.716, -1.245)

# 5
An isolated molecule of C6H9N. Source: the Open Molecules 2025 dataset; level of theory: wB97M-V/def2-TZVPD.

Results
- E_LUMO: 1.0 eV
- Total energy: -7854.8376 eV
- Spin multiplicity: 1
- HOMO level: -0.335 Ha
- Strongest force on any atom: 0.569 eV/A

Geometry (Å):
C (3.026, 0.561, 0.198)
C (1.885, -0.313, -0.057)
C (0.861, -0.885, -0.325)
C (-0.534, -1.191, -0.658)
N (-1.409, -0.753, 0.431)
C (-2.562, 0.037, 0.035)
C (-1.395, 0.675, 0.686)
H (3.217, 1.163, -0.695)
H (3.940, 0.027, 0.460)
H (2.783, 1.246, 1.016)
H (-0.747, -0.648, -1.597)
H (-0.717, -2.253, -0.850)
H (-3.477, -0.146, 0.591)
H (-2.697, 0.227, -1.031)
H (-0.746, 1.290, 0.063)
H (-1.428, 0.962, 1.734)

# 6
A structure of composition C4H9NO3. Source: the Open Molecules 2025 dataset; level of theory: wB97M-V/def2-TZVPD.

Results
- E_LUMO: 0.8 eV
- Total energy: -11922.6088 eV
- Spin multiplicity: 1
- HOMO level: -0.366 Ha
- Strongest force on any atom: 0.420 eV/A

Geometry (Å):
C (2.137, 0.767, 0.358)
C (0.606, -1.138, -0.566)
O (0.844, 0.165, 0.441)
O (1.287, -1.172, -1.548)
H (0.429, -1.949, 0.150)
H (2.521, 0.712, -0.663)
H (2.815, 0.245, 1.035)
H (2.042, 1.808, 0.671)
C (-1.939, -1.070, 0.029)
C (-0.469, 1.134, -0.306)
O (-0.923, -0.509, -0.795)
N (-1.189, 1.808, 0.438)
H (-1.523, 1.387, 1.297)
H (-0.011, 1.450, -1.231)
H (-2.803, -0.405, 0.005)
H (-2.222, -2.041, -0.379)
H (-1.604, -1.191, 1.065)